This record from the OMol25 dataset describes a structure of composition C13H7F3MoN2O4S. The level of theory is the ωB97M-V functional and the def2-TZVPD basis.

CARTESIAN COORDINATES (ANGSTROEM)
Mo: -0.3035 -0.0066 -0.3473
O: -3.9388 -2.0220 -1.0623
C: -2.7168 -1.6704 -0.8861
O: -2.3460 -0.4848 -0.7227
C: -1.6871 -2.7252 -0.8806
C: -1.8236 -4.0803 -1.0960
C: -0.6546 -4.8539 -1.0929
C: 0.5849 -4.2562 -0.9090
C: 0.6203 -2.8827 -0.7032
N: -0.4889 -2.1656 -0.6678
C: 1.8516 -2.0243 -0.5380
O: 2.9681 -2.3972 -0.5087
O: 1.4723 -0.7068 -0.4458
H: -4.5590 -1.2665 -1.0653
H: -2.7938 -4.5249 -1.2695
H: -0.7238 -5.9217 -1.2531
H: 1.5095 -4.8181 -0.9269
F: 0.6288 2.8508 3.7999
C: 0.2815 3.8214 2.9455
F: -1.0526 3.9402 2.9799
F: 0.8293 4.9604 3.3366
C: 0.7240 3.4515 1.5422
C: 1.6402 4.2065 0.8110
C: 2.0309 3.8025 -0.4594
C: 1.4927 2.6474 -0.9982
N: 0.5863 1.9480 -0.3043
C: 0.2246 2.3257 0.9320
S: -0.9222 1.0951 1.5437
H: 2.0520 5.1074 1.2485
H: 2.7492 4.3766 -1.0262
H: 1.7646 2.2738 -1.9759

Calculated values
Charge: +2
Gap between HOMO and LUMO (alpha / beta), eV: 6.7828 / 7.3688
Spin multiplicity: 3
LUMO (alpha / beta), eV: -9.4 / -9.1
Maximum force, hartree/bohr: 0.011

=====

This record from the OMol25 dataset describes a structure of composition C13H8BF4MnNO9S3. The level of theory is the ωB97M-V functional and the def2-TZVPD basis.

CARTESIAN COORDINATES (ANGSTROEM)
Mn: -0.7523 -1.4922 -0.8207
O: 0.8636 -2.2515 -1.6195
S: 1.7369 -1.4598 -0.6971
O: 2.9647 -1.0419 -1.2707
O: 0.7584 -0.4483 -0.2226
C: 2.1628 -2.1323 0.9223
C: 3.4816 -2.4767 1.1642
C: 3.9237 -2.6285 2.4708
C: 3.0605 -2.3913 3.5293
C: 1.7287 -2.0758 3.2840
C: 1.2849 -1.9354 1.9813
S: -0.4903 -2.0302 1.6610
O: -1.0546 -2.6210 2.8276
O: -0.4079 -2.8876 0.4415
O: -1.2170 -0.8412 1.1718
H: 4.1446 -2.5976 0.3219
H: 4.9479 -2.9133 2.6543
H: 3.4135 -2.4574 4.5464
H: 1.0225 -1.9460 4.0901
F: -4.5248 -1.7684 -2.1593
B: -4.0428 -1.8011 -0.9496
F: -2.1069 -2.4835 -1.4321
F: -3.4681 -0.7074 -0.4622
F: -4.4519 -2.7142 -0.1166
O: 2.2931 2.6128 -1.2094
S: 1.3072 2.6274 -2.2437
O: 1.6628 3.2128 -3.4965
N: 0.6777 1.0870 -2.4580
C: -0.4977 1.0045 -1.9491
O: -1.1754 -0.0800 -1.8586
C: -1.0920 2.2615 -1.4377
C: -2.3275 2.4223 -0.8342
C: -2.6710 3.6932 -0.3961
C: -1.8058 4.7644 -0.5654
C: -0.5561 4.5879 -1.1524
C: -0.2162 3.3242 -1.5715
H: -2.9775 1.5732 -0.7186
H: -3.6224 3.8542 0.0856
H: -2.1004 5.7458 -0.2268
H: 0.1244 5.4119 -1.2825

Calculated values
Energy relative to the best compared isomer or geometry (same formula, charge and spin), kJ/mol: 54.7
Gap between HOMO and LUMO (alpha / beta), eV: 5.4550 / 7.2597
Spin multiplicity: 4
LUMO (alpha / beta), eV: -4.5 / -2.7
Maximum force, hartree/bohr: 0.062

=====

This record from the OMol25 dataset describes a structure of composition C13H8Br2N2O3PdSe4. The level of theory is the ωB97M-V functional and the def2-TZVPD basis.

CARTESIAN COORDINATES (ANGSTROEM)
Pd: 1.8969 -0.2951 1.0833
Br: -1.4735 -4.1503 0.2738
C: -1.9711 -2.3428 0.5855
C: -3.3284 -2.0244 0.5196
C: -3.7580 -0.7424 0.7085
Br: -5.6355 -0.3769 0.6042
C: -2.8300 0.2918 0.9814
C: -3.1721 1.6508 1.1674
C: -2.1985 2.5711 1.4251
C: -0.8612 2.1356 1.5132
N: -0.5217 0.8905 1.3421
C: -1.4553 -0.0382 1.0664
C: -0.9570 -1.4022 0.8425
O: 0.2671 -1.7110 0.8741
H: -4.0423 -2.8103 0.3121
H: -4.2113 1.9461 1.0980
H: -2.4408 3.6180 1.5621
H: -0.0556 2.8325 1.7289
Se: 3.4744 1.4250 1.1502
Se: 4.9006 1.5552 2.8731
Se: 3.3502 -1.7335 4.3253
Se: 1.7163 -0.5058 3.4145
O: 4.1203 -1.0477 -1.3769
C: 3.1052 -0.5281 -1.7914
C: 2.9038 -0.2111 -3.2745
C: 1.4339 0.1462 -3.3638
C: 1.0134 0.2962 -1.9024
O: -0.0770 0.7415 -1.5911
N: 1.9993 -0.1480 -1.0609
H: 3.2176 -1.0615 -3.8790
H: 3.5596 0.6290 -3.5130
H: 0.8337 -0.6604 -3.7904
H: 1.1971 1.0601 -3.9077

Calculated values
Energy relative to the best compared isomer or geometry (same formula, charge and spin), kJ/mol: 0.0
Charge: -2
Gap between HOMO and LUMO (alpha / beta), eV: 5.5289 / 5.5007
Spin multiplicity: 3
LUMO (alpha / beta), eV: 4.0 / 4.0
Maximum force, hartree/bohr: 0.017